This record from the OMol25 dataset describes a 5-piece molecular cluster, C24H45F3O11S overall at a distorted geometry. The level of theory is ωB97M-V with the def2-TZVPD basis set.

Cartesian coordinates (Å):
C -0.59857 2.53683 2.35719
C -0.24343 0.97366 1.87883
C 1.32227 1.00278 1.39493
C 1.93403 -0.44917 0.93275
C 3.05035 -1.06900 2.01334
F 2.32970 -1.68675 3.15028
F 4.08680 -0.08276 2.40163
F 3.73635 -2.18502 1.26129
C -0.53315 0.03794 3.20749
C -1.20972 -1.39566 2.78723
C -2.65851 -1.27951 2.02250
O -2.91411 0.01430 1.37000
S -1.48472 0.55521 0.53977
O -1.07744 -0.60807 -0.39571
O -1.90654 1.74282 -0.35921
H -0.79267 3.25677 1.45196
H 0.35912 2.97526 2.91718
H -1.52040 2.56762 3.09205
H 1.95803 1.33808 2.34793
H 1.51136 1.86835 0.59534
H 2.57185 -0.23533 -0.05374
H 1.13998 -1.29949 0.79258
H -1.29794 0.57534 3.94985
H 0.47290 -0.05815 3.82260
H -1.42139 -1.98719 3.80168
H -0.40417 -1.99835 2.16775
H -3.51352 -1.49716 2.80680
H -2.66004 -2.11691 1.18215
C -5.77437 0.04056 -4.55740
C -6.34354 1.26403 -3.86684
O -6.70481 0.96418 -2.50566
C -5.85738 1.03376 -1.45560
C -4.38219 1.11272 -1.72230
O -6.28303 0.95333 -0.30472
H -4.85317 -0.29950 -4.07702
H -5.55826 0.25646 -5.60740
H -6.48377 -0.79189 -4.50740
H -5.67149 2.12541 -3.91671
H -7.26779 1.56324 -4.37314
H -3.96913 0.10194 -1.76808
H -3.90979 1.65687 -0.89792
H -4.13062 1.65954 -2.62915
C 0.82182 6.58694 6.64036
C 1.58037 5.31481 6.96281
O 1.32819 4.30110 5.97183
C 2.02302 4.16593 4.82095
C 2.89557 5.29996 4.36688
O 1.88020 3.16538 4.12046
H 1.14660 7.01810 5.68977
H 0.96799 7.33249 7.42688
H -0.24913 6.38028 6.54511
H 2.65319 5.48582 7.08901
H 1.21717 4.91317 7.91511
H 2.31196 5.97337 3.73417
H 3.72460 4.88684 3.78303
H 3.34942 5.85677 5.18459
C -5.77994 -5.11761 -6.87700
C -5.43638 -3.66455 -7.13829
O -5.05649 -2.99921 -5.91918
C -3.80251 -2.97962 -5.41644
C -2.79383 -3.95285 -5.95396
O -3.51725 -2.23305 -4.48187
H -4.91804 -5.67177 -6.49613
H -6.12594 -5.60258 -7.79402
H -6.56630 -5.19469 -6.11910
H -4.66918 -3.54614 -7.90868
H -6.32824 -3.14681 -7.50794
H -2.83075 -4.87289 -5.36526
H -1.79829 -3.50663 -5.86110
H -2.92590 -4.18063 -7.01006
C 6.58522 -1.55430 -0.26679
C 7.15168 -2.88030 -0.73428
O 8.44766 -2.70188 -1.33581
C 9.61365 -2.69175 -0.65319
C 9.57522 -2.53512 0.83930
O 10.68694 -2.72993 -1.25217
H 7.20925 -1.10206 0.50851
H 5.57625 -1.68615 0.13372
H 6.54472 -0.84144 -1.09680
H 7.18591 -3.62737 0.06374
H 6.50253 -3.29146 -1.51508
H 9.61679 -1.47262 1.09185
H 10.44967 -3.03962 1.26317
H 8.70548 -2.99506 1.30480

Cartesian forces (eV/Å) of the 6 atoms listed first:
C 0.4 0.6 0.0
C 0.3 2.1 2.3
C 0.4 -0.1 0.7
C 1.4 0.3 0.1
C -0.5 -0.5 -1.5
F 3.0 2.0 -3.0

The HOMO energy comes out at -9.21 eV. The structure (SMILES) is C[C@@]1(CCC(F)(F)F)CCCOS1(=O)=O.CCOC(C)=O.CCOC(C)=O.CCOC(C)=O.CCOC(C)=O. The largest force on an atom is 6.72 eV Å⁻¹. The calculation puts the total energy at -67122.290 eV.